Record 1
Entry from OMol25: 20 unconnected molecules or ions with the total composition C40H120O20 at a distorted geometry (ωB97M-V with the def2-TZVPD basis set).

- Frontier orbital gap: 9.579 eV
- Highest occupied orbital energy: -9.64 eV
- Lowest unoccupied orbital energy: -0.0021 hartree
- Charge: 0
- Total energy: -3100.425396 Ha
- ΔE to the lowest compared entry with this formula, charge and spin: 136.3 kcal/mol

```
180
Properties=species:S:1:pos:R:3:forces:R:3
C 4.577 -5.298 1.660 -0.3 0.4 -0.1
C 4.556 -4.100 0.654 0.1 -1.9 0.9
O 3.697 -4.497 -0.411 0.3 0.2 0.5
H 4.626 -6.288 1.207 0.1 0.2 -0.4
H 3.633 -5.270 2.204 -0.1 -0.1 0.1
H 5.363 -5.267 2.414 0.1 0.4 -0.1
H 5.561 -3.873 0.298 0.1 0.0 -0.1
H 4.182 -3.260 1.239 -0.1 0.4 -0.3
H 3.685 -3.766 -1.033 -0.3 0.3 -0.2
C -4.097 -5.166 -1.762 1.6 -0.7 0.5
C -2.659 -5.635 -1.353 -1.5 -0.3 -0.3
O -2.712 -6.937 -0.744 0.1 0.7 -0.4
H -4.558 -5.889 -2.435 0.2 0.0 -0.1
H -3.855 -4.255 -2.309 -0.8 0.3 0.1
H -4.773 -5.069 -0.913 0.2 0.5 0.0
H -2.155 -4.925 -0.697 -0.2 0.2 0.2
H -2.123 -5.614 -2.303 0.4 -0.5 0.0
H -1.805 -7.233 -0.631 0.1 -0.1 0.1
C -1.830 6.516 0.229 0.3 -1.0 1.0
C -1.392 5.141 0.738 -0.5 -0.9 -1.3
O -0.214 5.126 1.488 0.7 0.3 0.2
H -2.820 6.398 -0.211 0.0 0.4 -0.1
H -1.097 6.905 -0.477 -0.2 0.1 0.0
H -1.866 7.125 1.133 -0.3 0.6 -0.3
H -1.230 4.491 -0.121 0.4 0.0 -0.2
H -2.157 4.563 1.257 -0.5 0.6 0.4
H -0.299 5.792 2.174 0.1 0.0 0.2
C -0.231 -0.730 -8.618 0.5 1.1 1.4
C -1.466 -0.104 -7.924 -0.4 -1.2 -1.0
O -1.327 0.424 -6.607 0.8 0.1 -0.1
H -0.522 -1.133 -9.588 0.0 -0.1 0.2
H 0.252 -1.460 -7.969 -0.5 -0.6 -0.1
H 0.597 -0.033 -8.743 -0.2 0.4 -0.4
H -2.158 -0.945 -7.875 -0.3 0.0 0.1
H -1.927 0.623 -8.592 0.1 0.3 0.1
H -2.026 1.066 -6.461 -0.1 0.0 -0.2
C 4.604 1.266 0.298 -0.7 -0.3 -1.1
C 3.772 1.780 -0.930 0.7 0.2 1.5
O 2.798 0.888 -1.385 -0.1 -1.5 -0.2
H 5.510 1.854 0.442 -0.1 0.2 -0.1
H 4.922 0.239 0.120 -0.1 -0.1 0.1
H 3.978 1.330 1.188 0.2 -0.2 0.1
H 4.449 1.967 -1.764 0.0 0.6 0.1
H 3.251 2.637 -0.503 0.3 0.7 -0.7
H 1.921 1.270 -1.463 -0.3 0.2 0.2
C 0.897 -0.831 5.966 -0.9 -0.5 0.0
C 2.007 -1.635 6.600 0.7 0.7 -0.5
O 2.224 -1.362 7.958 -0.1 0.3 1.0
H 0.926 0.255 6.049 0.6 0.0 0.4
H -0.077 -1.118 6.362 -0.2 -0.2 -0.3
H 0.973 -1.030 4.897 -0.4 -0.2 -0.1
H 2.866 -1.274 6.035 0.6 -0.4 0.1
H 1.940 -2.718 6.495 -0.4 0.1 -0.6
H 2.155 -2.178 8.459 0.0 0.1 0.0
C -3.282 -1.331 6.005 0.0 1.2 -0.5
C -2.947 -2.419 6.947 -0.6 -0.5 -0.2
O -3.341 -3.629 6.308 -0.1 -0.6 0.6
H -2.781 -0.445 6.395 -0.1 0.4 -0.5
H -4.355 -1.150 5.956 -0.1 0.0 0.4
H -3.051 -1.549 4.962 0.7 0.0 0.1
H -3.534 -2.199 7.839 0.1 -0.5 0.4
H -1.896 -2.475 7.232 0.1 0.0 -0.2
H -4.052 -4.008 6.830 0.0 -0.2 -0.1
C 5.303 -1.578 4.179 -1.2 -0.1 -0.5
C 6.640 -0.898 3.969 -0.4 -1.4 -0.2
O 7.621 -1.765 4.520 0.9 0.3 -0.1
H 4.947 -1.704 5.202 0.1 0.7 0.2
H 5.253 -2.606 3.820 0.9 -0.2 -0.2
H 4.537 -1.152 3.532 -0.3 0.6 0.4
H 6.735 0.139 4.289 -0.2 -0.1 0.4
H 6.792 -0.894 2.890 0.4 0.0 0.0
H 7.580 -1.741 5.478 -0.1 0.1 0.1
C 0.431 0.927 1.228 -0.5 0.1 0.6
C -0.112 0.096 0.065 0.7 0.8 -0.1
O -0.137 0.954 -1.118 0.5 0.2 1.2
H 1.492 1.170 1.283 0.0 -0.1 -0.7
H 0.232 0.413 2.168 0.0 -0.4 0.0
H -0.148 1.844 1.340 0.0 0.2 -0.3
H -1.073 -0.276 0.421 -0.4 0.1 -0.7
H 0.540 -0.764 -0.091 0.0 -0.1 -0.3
H -0.661 0.705 -1.882 -0.4 -0.7 0.0
C 5.260 -2.700 -3.038 -0.9 -0.9 -0.7
C 3.957 -1.886 -3.114 1.6 -0.5 -0.7
O 3.297 -2.004 -1.914 -0.5 0.6 1.7
H 4.999 -3.724 -2.770 0.0 -0.2 -0.2
H 5.991 -2.420 -2.278 -0.3 0.7 0.0
H 5.728 -2.713 -4.022 0.2 -0.1 0.1
H 3.194 -2.219 -3.818 0.8 -0.2 -1.1
H 4.278 -0.870 -3.346 -0.5 0.4 0.0
H 2.937 -1.123 -1.789 -0.4 0.4 0.9
C -1.657 5.376 -3.510 1.0 0.3 0.0
C -0.627 4.202 -3.473 -1.5 0.2 -0.1
O 0.381 4.345 -4.469 -0.1 0.2 0.5
H -1.036 6.256 -3.342 -0.2 0.3 0.1
H -2.463 5.392 -2.776 0.3 -0.5 0.3
H -2.168 5.564 -4.454 0.2 -0.5 -0.4
H -1.129 3.244 -3.611 -0.1 -0.2 0.0
H -0.187 4.168 -2.477 0.4 0.1 -0.2
H -0.075 4.616 -5.269 0.1 0.0 -0.2
C 0.078 -4.238 2.959 -1.2 0.4 -1.8
C 0.689 -5.484 3.479 0.6 0.0 -1.3
O 1.341 -5.254 4.659 0.1 0.3 2.8
H -0.763 -3.848 3.533 0.5 0.4 0.7
H -0.464 -4.451 2.038 0.1 -0.4 -0.4
H 0.820 -3.516 2.619 0.0 0.3 0.7
H 1.559 -5.745 2.877 -0.8 -0.7 -1.0
H -0.076 -6.244 3.642 0.2 -0.5 -0.6
H 0.593 -5.246 5.260 0.5 0.3 1.0
C -5.270 -1.520 -0.774 0.2 -0.7 -0.6
C -6.578 -1.739 -1.550 0.4 1.5 1.5
O -6.369 -2.378 -2.753 0.3 -0.8 -1.6
H -4.559 -0.792 -1.164 -0.6 0.6 -0.3
H -4.679 -2.421 -0.938 -0.1 -0.4 0.7
H -5.443 -1.319 0.283 0.0 -0.2 -0.1
H -7.030 -0.781 -1.805 -0.2 0.4 0.5
H -7.290 -2.337 -0.981 0.0 0.1 0.5
H -7.226 -2.252 -3.167 0.1 -0.5 -0.7
C 2.444 1.721 -6.137 -0.2 1.3 -1.1
C 2.559 2.222 -7.629 -0.7 -1.3 2.0
O 3.856 2.755 -7.856 -0.6 -0.4 -0.8
H 1.453 1.328 -5.914 0.0 -0.3 -0.2
H 2.485 2.652 -5.572 0.3 -0.2 0.6
H 3.250 1.038 -5.868 -0.1 0.0 0.0
H 1.705 2.873 -7.814 0.3 0.9 0.0
H 2.277 1.377 -8.257 1.1 -0.1 -0.5
H 4.050 3.418 -7.190 -0.2 0.0 0.1
C -5.900 2.932 2.664 0.2 -0.1 0.5
C -6.081 1.411 2.676 -1.0 0.1 0.0
O -7.520 1.104 2.684 1.4 -0.3 0.1
H -6.742 3.358 3.210 0.0 0.0 0.1
H -5.857 3.440 1.701 0.0 -0.5 -0.2
H -5.012 3.191 3.240 0.2 0.1 -0.1
H -5.637 0.953 3.560 -0.5 0.3 0.4
H -5.552 0.862 1.898 -0.3 0.3 -0.6
H -7.875 1.385 1.837 0.0 0.1 -0.1
C 5.674 2.729 4.445 -0.7 0.9 0.0
C 5.399 2.220 5.881 1.4 0.3 -2.1
O 6.595 2.350 6.657 -0.5 -0.4 0.2
H 4.740 2.871 3.902 -0.3 -0.2 0.0
H 6.310 2.131 3.792 0.2 -0.2 0.5
H 6.083 3.738 4.489 0.3 0.1 0.0
H 5.212 1.164 5.686 -0.4 -0.1 1.1
H 4.576 2.808 6.287 -0.1 -0.5 0.2
H 6.876 3.264 6.579 0.1 0.1 0.0
C -0.727 -2.228 -3.088 1.4 0.8 0.9
C -0.085 -0.934 -3.663 -1.0 -2.2 -1.3
O -1.126 -0.004 -3.766 -0.2 1.4 0.4
H -0.368 -3.096 -3.641 -0.2 -0.1 0.3
H -1.815 -2.161 -3.082 0.1 0.0 -0.2
H -0.364 -2.246 -2.060 -0.3 -0.8 0.2
H 0.172 -1.247 -4.675 0.6 0.5 -0.2
H 0.802 -0.557 -3.154 -0.2 0.0 0.2
H -1.172 0.223 -4.697 -0.1 0.2 -0.2
C -4.585 -0.629 -5.111 -0.2 0.7 0.9
C -4.850 -1.603 -6.215 1.2 -0.1 -0.5
O -4.620 -2.883 -5.666 -0.4 -0.7 -0.3
H -4.208 0.367 -5.343 -0.3 0.1 -0.5
H -3.806 -1.067 -4.487 0.0 0.0 0.1
H -5.477 -0.527 -4.493 0.0 0.2 0.2
H -4.080 -1.491 -6.978 -0.1 0.0 -0.3
H -5.817 -1.524 -6.712 -0.2 0.1 0.2
H -4.997 -2.858 -4.784 -0.1 -0.3 0.3
C -3.705 2.160 -0.345 1.1 0.1 -0.6
C -4.524 3.053 -1.319 1.4 -0.7 0.2
O -5.527 3.727 -0.672 -1.9 0.5 1.6
H -2.905 1.690 -0.916 0.1 0.1 -0.5
H -4.070 1.293 0.206 -1.1 0.4 -0.2
H -3.115 2.747 0.359 -0.4 0.3 0.2
H -4.917 2.498 -2.170 0.1 -0.3 -0.1
H -3.840 3.819 -1.683 0.5 -0.3 -0.4
H -5.831 4.519 -1.121 0.2 -0.2 -0.3
C 2.915 4.986 4.943 -0.6 -0.2 -0.7
C 1.797 4.536 3.931 1.7 1.7 2.4
O 2.105 3.274 3.456 -0.3 -0.6 -1.0
H 3.916 4.943 4.514 -0.1 0.2 -0.3
H 2.966 4.319 5.803 -0.4 0.0 0.1
H 2.696 6.004 5.264 0.1 0.0 0.2
H 1.764 5.239 3.099 -0.2 0.2 0.1
H 0.880 4.566 4.519 -0.5 -0.1 -0.3
H 1.856 3.428 2.541 0.1 -1.2 -0.5
```
Forces are in eV/Å.

---

Record 2
Entry from OMol25: a single C3H6BrNO3 molecule at a distorted geometry (ωB97M-V with the def2-TZVPD basis set).

- SMILES: CC(=O)ON(O)CBr
- Frontier orbital gap: 9.998 eV
- Highest occupied orbital energy: -9.60 eV
- Lowest unoccupied orbital energy: 0.0147 hartree
- Charge: 0
- Total energy: -2972.256329 Ha
- ΔE to the lowest compared entry with this formula, charge and spin: 28.6 kcal/mol

```
14
Properties=species:S:1:pos:R:3:forces:R:3
C 1.362 -0.588 0.150 -0.2 -0.8 3.8
C 0.421 -1.638 -0.352 0.8 1.1 0.6
O 0.497 -2.767 -0.028 -0.1 -1.5 -0.1
O -0.581 -1.262 -1.232 0.1 -2.0 -0.6
N -1.392 -0.190 -1.047 -0.9 0.6 -1.1
O -0.677 0.977 -1.441 0.1 -0.1 -1.0
C -1.937 -0.061 0.275 2.0 1.2 1.0
Br -3.900 0.094 0.359 0.8 -0.1 -0.2
H 0.822 -0.212 1.159 1.6 -1.1 -1.7
H 1.308 0.273 -0.386 0.2 2.3 -1.9
H 2.445 -0.925 0.322 -2.0 0.2 -0.1
H -0.558 0.847 -2.431 -0.5 0.2 1.7
H -1.475 0.948 0.587 -1.1 -1.6 0.4
H -1.598 -0.947 0.913 -0.8 1.4 -0.8
```
Forces are in eV/Å.

---

Record 3
Entry from OMol25: a single C7H8 molecule at a distorted geometry (ωB97M-V with the def2-TZVPD basis set).

- SMILES: C#CC[C@H](C)C#C
- Frontier orbital gap: 10.846 eV
- Highest occupied orbital energy: -10.00 eV
- Lowest unoccupied orbital energy: 0.0313 hartree
- Charge: 0
- Total energy: -271.370891 Ha
- ΔE to the lowest compared entry with this formula, charge and spin: 100.8 kcal/mol

```
15
Properties=species:S:1:pos:R:3:forces:R:3
C -3.308 0.132 -0.301 0.7 0.1 -1.5
C -2.108 -0.049 -0.337 -0.1 0.0 0.4
C -0.808 -0.437 0.226 -0.3 -0.1 -0.5
C 0.475 0.398 0.042 -0.1 0.1 0.1
C 1.196 0.295 -1.307 -0.1 0.0 -0.1
C 1.374 -0.014 1.137 0.3 0.0 0.4
C 2.074 -0.397 2.041 -0.2 0.2 -0.4
H -4.192 0.290 -0.866 -0.6 0.1 0.4
H -0.609 -1.495 0.000 -0.1 0.3 0.4
H -1.132 -0.265 1.240 0.6 -0.7 0.9
H 0.176 1.438 0.205 0.2 0.0 0.0
H 1.514 -0.733 -1.516 -0.1 0.1 0.1
H 0.549 0.639 -2.120 0.1 -0.1 0.1
H 2.097 0.920 -1.289 -0.2 -0.1 0.0
H 2.702 -0.721 2.843 -0.1 0.1 -0.2
```
Forces are in eV/Å.

---

Record 4
Entry from OMol25: 2 unconnected molecules or ions with the total composition C5H11NOS at a distorted geometry (ωB97M-V with the def2-TZVPD basis set).

- SMILES: C#CN(C)C.CSO
- Frontier orbital gap: 8.992 eV
- Highest occupied orbital energy: -8.26 eV
- Lowest unoccupied orbital energy: 0.0269 hartree
- Charge: 0
- Total energy: -725.129363 Ha
- ΔE to the lowest compared entry with this formula, charge and spin: 122.7 kcal/mol

```
19
Properties=species:S:1:pos:R:3:forces:R:3
C -0.079 2.753 0.990 0.0 -0.5 0.0
C -0.466 1.671 0.694 -1.4 -2.9 -0.9
N -0.977 0.480 0.211 1.6 2.4 0.5
C -1.847 0.686 -0.866 -0.9 -1.9 -3.2
C -1.042 -0.628 1.083 -1.6 -0.5 0.7
H 0.075 3.605 1.518 0.5 2.1 0.8
H -2.868 0.296 -0.798 0.0 0.0 0.8
H -1.899 1.720 -1.011 -0.4 1.5 -0.6
H -1.531 0.221 -1.887 0.1 0.6 1.5
H -0.205 -0.506 1.730 0.6 -0.4 0.7
H -2.010 -0.593 1.703 1.2 -0.4 -0.7
H -0.962 -1.569 0.517 -0.1 0.2 0.3
C 2.862 -1.098 -0.075 0.1 1.2 -0.4
S 2.268 0.631 0.060 0.3 -0.6 0.2
O 2.020 0.874 -1.564 1.0 0.5 -0.2
H 2.597 -1.826 0.659 0.2 0.1 1.3
H 3.883 -1.155 -0.442 -0.1 -0.2 0.1
H 2.158 -1.326 -0.818 -0.5 -1.0 -1.7
H 1.200 0.589 -1.972 -0.6 -0.3 0.7
```
Forces are in eV/Å.

---

Record 5
Entry from OMol25: a molecular structure, C28H65AsF9O14 at a distorted geometry (ωB97M-V with the def2-TZVPD basis set).

- Frontier orbital gap: 9.789 eV
- Highest occupied orbital energy: -7.41 eV
- Lowest unoccupied orbital energy: 0.0876 hartree
- Charge: -1
- Total energy: -5293.774638 Ha

```
117
Properties=species:S:1:pos:R:3:forces:R:3
As 0.319 1.235 -0.511 -0.4 -0.8 0.7
F 1.792 0.565 0.140 0.0 0.2 -0.2
F 0.567 2.662 0.474 -0.1 -0.1 -0.6
F -1.228 1.807 -1.080 0.5 0.3 -0.2
F 0.087 -0.250 -1.425 0.0 0.4 0.1
F -0.555 0.524 0.838 0.1 -0.1 -0.1
F 1.172 1.924 -1.851 -0.1 0.1 0.2
C -2.105 -1.053 3.339 0.5 0.2 0.5
O -2.304 -2.402 3.719 -0.3 -0.1 -0.1
C -3.669 -2.725 3.727 -0.8 -0.5 -0.1
C -3.928 -4.110 4.284 1.3 0.2 0.2
O -3.519 -5.124 3.391 -0.3 0.2 -0.1
C -3.873 -6.407 3.847 0.2 0.1 -0.2
H -2.264 -0.390 4.199 0.0 0.0 0.1
H -2.765 -0.689 2.547 0.0 -0.4 -0.2
H -1.064 -0.977 3.032 -0.1 0.2 -0.1
H -4.070 -2.650 2.708 -0.1 0.1 0.0
H -4.247 -2.075 4.401 0.1 0.4 -0.2
H -4.971 -4.233 4.586 -0.2 0.1 -0.2
H -3.298 -4.138 5.186 -0.2 -0.3 0.2
H -3.315 -6.675 4.752 -0.1 0.0 0.1
H -3.614 -7.104 3.052 0.0 0.0 0.1
H -4.950 -6.469 4.043 0.0 -0.1 0.1
C 0.059 -4.194 -5.300 -0.7 -0.3 0.2
O 0.978 -3.192 -5.600 0.6 0.0 -0.5
C 0.467 -1.896 -5.316 -0.1 -0.6 0.6
C 1.496 -0.839 -5.669 0.5 -0.9 -0.3
O 2.696 -0.927 -4.930 -0.4 0.4 0.2
C 2.544 -0.544 -3.571 0.9 0.0 0.1
H -0.227 -4.185 -4.239 -0.1 0.2 0.0
H 0.427 -5.205 -5.478 0.6 0.3 -0.2
H -0.843 -4.093 -5.921 -0.1 0.1 0.2
H 0.216 -1.926 -4.249 -0.2 0.5 0.0
H -0.453 -1.734 -5.892 0.0 0.1 0.0
H 1.074 0.167 -5.616 -0.1 0.0 0.0
H 1.815 -1.094 -6.683 -0.2 0.4 -0.2
H 2.334 0.515 -3.397 -0.5 0.0 -0.5
H 3.536 -0.657 -3.132 -0.1 -0.4 0.2
H 1.813 -1.168 -3.062 0.0 0.1 0.2
C 2.870 5.824 -1.136 -0.1 -0.2 0.6
O 3.895 5.173 -0.408 0.6 0.5 -0.8
C 3.901 3.783 -0.670 -0.7 0.2 1.7
C 4.885 3.131 0.279 0.4 0.1 0.1
O 4.733 3.607 1.609 -0.1 -0.3 -0.2
C 5.631 2.923 2.466 -0.9 0.3 -0.1
H 1.910 5.454 -0.754 -0.2 -0.1 -0.4
H 2.981 5.665 -2.212 -0.2 0.0 -0.1
H 2.889 6.892 -0.921 0.3 0.0 0.0
H 4.089 3.507 -1.711 0.1 0.1 -0.1
H 2.913 3.424 -0.356 -0.1 -0.3 -0.4
H 5.927 3.328 -0.008 0.0 -0.1 -0.3
H 4.684 2.053 0.271 0.2 -0.1 -0.2
H 6.661 3.213 2.245 0.1 -0.1 0.1
H 5.490 1.842 2.367 0.2 -0.1 0.0
H 5.343 3.203 3.478 0.3 0.1 0.1
C 2.510 -6.469 1.056 -0.4 0.3 -1.0
O 2.627 -5.872 2.327 0.2 -0.3 0.2
C 1.375 -5.399 2.782 0.1 0.3 0.3
C 0.998 -4.009 2.337 -0.2 0.4 -1.1
O 0.981 -3.812 0.918 -0.6 -0.4 0.5
C 0.324 -2.592 0.638 0.1 0.6 -0.1
H 3.459 -6.730 0.588 0.4 0.2 0.6
H 2.033 -5.759 0.374 -0.1 -0.2 -0.1
H 1.918 -7.393 1.052 -0.1 0.0 0.3
H 1.406 -5.286 3.870 0.3 -0.3 0.1
H 0.581 -6.122 2.581 0.0 0.0 -0.3
H 1.678 -3.244 2.726 0.0 -0.1 0.4
H -0.023 -3.842 2.704 0.1 0.2 0.3
H 0.904 -1.741 1.011 0.2 0.0 -0.1
H -0.661 -2.477 1.106 -0.1 -0.5 0.1
H 0.193 -2.476 -0.433 0.2 -0.1 -0.1
C -0.865 2.392 -4.657 0.1 0.3 0.3
O -0.115 3.572 -4.868 -0.2 0.1 -0.3
C 0.252 4.239 -3.664 0.0 -0.4 -0.4
C 0.429 5.688 -3.990 0.6 1.2 -0.6
O 1.678 5.872 -4.653 -0.1 -0.6 0.0
C 1.924 7.131 -5.197 -0.5 0.3 -0.4
H -0.954 1.884 -5.615 0.0 0.0 0.0
H -1.862 2.654 -4.285 0.0 -0.2 0.0
H -0.378 1.737 -3.927 0.0 -0.1 0.0
H 1.186 3.776 -3.345 0.0 0.3 0.5
H -0.530 4.136 -2.905 0.1 -0.2 0.1
H 0.427 6.379 -3.138 -0.2 -0.4 0.3
H -0.366 6.005 -4.677 -0.1 -0.1 0.1
H 1.088 7.572 -5.764 -0.3 -0.5 0.0
H 2.713 6.981 -5.930 0.3 0.3 0.3
H 2.139 7.898 -4.443 0.5 -0.2 0.1
C -5.889 0.618 0.866 0.1 -0.3 0.3
O -5.198 -0.485 0.326 -0.2 0.5 -0.4
C -3.910 -0.132 -0.145 0.4 -0.4 0.7
C -3.207 -1.401 -0.537 0.5 -0.4 0.1
O -3.918 -2.148 -1.501 -0.3 0.2 -0.1
C -3.197 -3.284 -1.900 0.4 0.3 -0.1
H -6.925 0.312 1.002 -0.1 0.1 -0.1
H -5.827 1.505 0.230 -0.1 0.0 -0.1
H -5.489 0.877 1.855 0.1 0.1 0.0
H -3.323 0.261 0.696 0.1 0.2 -0.1
H -3.882 0.637 -0.922 -0.5 -0.1 -0.2
H -3.060 -2.000 0.373 -0.2 -0.2 0.0
H -2.192 -1.189 -0.888 0.0 0.3 -0.1
H -3.761 -3.810 -2.668 -0.2 0.0 0.1
H -2.980 -3.941 -1.049 -0.1 -0.1 0.0
H -2.240 -2.976 -2.347 0.0 -0.1 0.1
C 1.668 2.824 3.540 0.1 0.1 -1.0
C 0.347 2.086 3.450 0.6 0.3 -0.2
O 0.093 1.447 4.732 -0.7 -0.4 0.2
C -0.616 2.104 5.616 0.5 0.6 0.1
O -0.966 3.252 5.570 -0.3 -0.1 -0.1
C -0.835 1.282 6.903 0.4 -0.5 -0.3
F -0.703 -0.035 6.692 -0.2 0.1 0.1
F 0.103 1.634 7.799 -0.1 0.1 0.1
F -2.033 1.512 7.428 -0.1 0.0 0.1
H 2.026 3.076 2.537 -0.3 -0.1 -0.1
H 2.452 2.177 3.932 -0.1 0.2 0.4
H 1.569 3.787 4.036 0.1 -0.2 0.5
H 0.350 1.264 2.743 0.2 0.0 0.0
H -0.458 2.760 3.167 -0.1 -0.1 0.3
```
Forces are in eV/Å.

---

Record 6
Entry from OMol25: a molecular structure, C5H7NO (ωB97M-V with the def2-TZVPD basis set).

- Frontier orbital gap: 8.283 eV
- Highest occupied orbital energy: -7.72 eV
- Lowest unoccupied orbital energy: 0.0208 hartree
- Charge: 0
- Total energy: -324.573308 Ha
- ΔE to the lowest compared entry with this formula, charge and spin: 94.9 kcal/mol

```
14
Properties=species:S:1:pos:R:3:forces:R:3
C -1.800 -0.889 0.160 0.0 0.1 0.0
C -0.751 0.073 0.555 0.0 0.1 -0.2
C 0.322 0.627 -0.043 -0.2 -0.2 0.2
N -0.596 1.682 -0.396 0.0 0.2 -0.1
C 1.650 0.368 -0.205 0.0 -0.1 0.0
C 2.000 -0.908 0.351 0.1 0.0 0.0
O 1.167 -1.662 0.854 0.1 0.1 -0.1
H -2.763 -0.673 0.629 0.1 0.0 0.0
H -1.927 -0.999 -0.923 0.0 0.0 0.1
H -1.449 -1.852 0.553 0.0 0.1 0.0
H -0.555 2.544 0.132 0.0 -0.2 0.0
H -0.736 1.827 -1.390 0.1 -0.1 0.1
H 2.372 1.066 -0.608 -0.1 -0.1 0.0
H 3.066 -1.204 0.332 -0.1 0.1 0.0
```
Forces are in eV/Å.